H3N4 | the ωB97M-V functional and the def2-TZVPD basis

```
7
Properties=species:S:1:pos:R:3:forces:R:3
N 4.12268 0.28533 -0.18888 -3.07 -0.05 -0.39
N 3.02212 0.28078 -0.32522 2.98 0.09 0.30
N -0.72166 -0.10885 0.10628 -3.34 -3.55 -1.17
N 0.14474 0.76486 0.30481 3.48 0.41 -3.22
H -1.46791 -0.21422 0.83071 0.58 -0.33 -0.80
H -0.75264 -0.74785 -0.86590 -0.04 2.37 2.98
H 1.06064 0.64340 -0.32248 -0.60 1.06 2.31
```
Positions in Å, forces in eV/Å.

Calculated values
- <S²> = 2.005
- energy above the lowest of the compared OMol25 structures with the same formula, charge and spin (kcal/mol) = 0.77
- frontier orbital gap (alpha / beta) (eV) = 11.142 / 9.390
- spin multiplicity = 3
- electronic energy (eV) = -5997.185
- charge = +1